Entry from the Open Molecules 2025 dataset: a structure of composition C36H58BBrCeN3P2 (the ωB97M-V functional and the def2-TZVPD basis).

```
102
Properties=species:S:1:pos:R:3:forces:R:3:lowdin_charge:R:1
Ce 0.80034 0.20467 1.27515 0.4 -0.1 0.7 0.468
Br 2.94570 -1.46654 2.18867 0.0 0.1 0.1 0.044
P -1.80563 2.16142 -0.57577 -0.2 -0.2 0.2 1.155
P 1.37503 -2.60256 -0.94172 -0.5 0.0 0.0 1.122
N -2.60674 -0.43066 -0.21687 0.0 0.1 0.0 -0.044
N 0.55759 1.34486 3.18401 0.1 0.2 0.1 -0.091
N -1.35315 -2.29407 -0.51380 0.1 -0.1 0.0 -0.036
C -3.12630 -3.62538 -1.72617 0.0 -0.1 0.0 -0.037
C 2.91405 2.61223 -0.74630 0.0 0.1 -0.1 -0.382
C 0.46662 1.04892 6.08482 0.0 0.0 0.1 -0.068
C -0.30515 -3.29940 -0.51110 0.0 0.2 0.0 -0.297
C 4.09464 3.78254 -2.54063 0.0 0.1 0.2 -0.134
C 3.09286 2.92840 -2.12462 -0.1 -0.1 0.0 -0.087
C 3.82346 3.24184 0.16750 -0.1 -0.1 0.0 -0.073
C 2.54287 -2.13182 -3.45695 0.0 0.1 0.0 -0.102
C 0.17808 0.30488 3.72572 0.2 -0.1 -1.2 -0.353
C -5.21666 -2.43236 -1.98385 0.1 -0.1 0.0 -0.118
C -1.56263 4.89222 -0.06583 0.0 0.0 0.0 -0.100
C 0.66016 -0.70844 -2.75124 0.0 0.0 0.0 -0.121
C 1.94834 1.75856 -0.26136 0.2 0.0 0.3 -0.007
C -3.72538 3.90365 0.75876 0.0 0.0 0.0 -0.090
C -2.59215 1.13020 -3.00688 0.0 0.0 0.0 -0.086
C 4.82839 4.06866 -0.28242 -0.1 -0.2 -0.2 -0.125
C 0.18817 -3.01009 -3.56658 0.0 0.0 0.0 -0.078
C 2.09063 -4.80911 0.58030 0.0 0.0 0.0 -0.124
C -1.61256 -0.13503 5.33655 -0.1 0.0 0.0 -0.063
C 2.36376 -4.20837 -0.80941 0.2 0.2 0.1 -0.697
C -3.38496 -1.36278 -0.88436 0.2 0.0 0.2 -0.195
C 2.06795 -5.27629 -1.86139 0.0 0.0 0.0 -0.099
C -2.60112 -2.52307 -1.07566 0.1 0.1 0.1 -0.182
C -1.55951 3.33578 1.85115 -0.1 0.0 0.0 -0.125
C -4.69484 -1.32043 -1.32544 -0.1 0.0 0.0 -0.045
C -4.44115 -3.56871 -2.18466 -0.1 0.1 0.0 -0.118
C -2.41741 2.49275 -2.32595 0.3 0.0 -0.1 -0.692
C -3.72370 3.27005 -2.45890 0.0 0.0 0.0 -0.095
C -1.28262 3.23476 -3.05376 0.0 0.0 0.0 -0.103
C 3.85355 -3.82338 -0.85093 0.0 0.0 0.0 -0.113
C -0.09406 -0.03605 5.17077 -0.1 -0.1 -0.1 -0.625
C 1.17380 -2.15629 -2.76804 0.1 0.1 0.0 -0.678
C 4.98385 4.35958 -1.64017 0.0 0.0 0.1 -0.148
C -2.23810 3.63994 0.50738 0.2 0.1 0.0 -0.697
C 0.55064 -1.38556 5.47966 0.0 -0.1 0.1 -0.071
C -3.05089 0.92479 0.06075 0.2 -0.1 -0.1 -0.294
B -1.28450 -0.97314 0.10825 -0.5 -0.2 -0.2 -0.498
H 2.18440 -4.05774 1.36879 0.0 0.0 0.0 0.021
H 0.08775 2.03000 5.79354 0.0 0.0 0.0 0.076
H -0.51266 4.69660 -0.30715 -0.1 0.0 0.0 0.086
H -5.31742 -0.44924 -1.16421 0.0 0.0 0.0 0.099
H -3.61521 4.31275 -2.15788 0.0 0.0 0.0 0.061
H -0.49844 3.12169 1.72684 0.0 0.1 0.0 0.044
H -1.73396 0.47953 -2.84035 -0.1 0.1 0.0 0.054
H 0.18177 0.84973 7.12184 0.0 0.0 0.0 0.076
H -3.48289 0.60522 -2.65879 0.0 0.0 0.0 0.066
H 1.55637 1.07952 6.02192 0.0 0.0 0.0 0.084
H 2.63050 -6.18304 -1.60980 0.0 0.0 0.0 0.083
H 3.27586 -1.57731 -2.86195 -0.1 0.0 -0.1 0.086
H -2.01080 2.48432 2.36751 0.0 0.0 0.0 0.069
H 2.44639 -1.62103 -4.42166 0.0 0.0 0.0 0.083
H -4.03986 1.10250 -0.35986 -0.1 0.0 0.0 0.075
H -0.30596 -0.64286 -2.25189 0.1 0.0 0.0 0.036
H 1.63708 -1.32577 5.38391 -0.1 0.0 0.0 0.074
H 0.30305 -1.69673 6.49968 0.0 0.0 0.0 0.079
H 4.19332 4.00013 -3.59528 0.0 0.0 -0.1 0.090
H -2.03393 -0.85360 4.62926 0.0 0.0 0.0 0.080
H 0.15421 -2.64247 -4.59951 0.0 0.0 0.0 0.086
H -6.23984 -2.40877 -2.33527 0.0 0.0 0.0 0.089
H -0.19614 -3.71232 0.49008 -0.1 -0.1 0.1 0.082
H 0.47200 -4.06188 -3.59911 0.0 0.0 0.0 0.061
H -0.56065 -4.12077 -1.17916 -0.1 0.0 0.0 0.070
H 1.00835 -5.54486 -1.88640 0.1 0.0 0.0 0.070
H 4.46472 -4.70027 -0.60348 0.0 0.0 0.0 0.081
H 2.36915 -4.97003 -2.86273 0.0 0.0 0.0 0.058
H -4.03743 3.25900 -3.50920 0.0 0.0 0.0 0.085
H 0.20023 -2.14925 4.78225 0.0 0.0 0.0 0.080
H -1.59176 5.69498 0.67889 0.0 0.0 0.0 0.084
H -4.25446 3.00161 1.07544 0.0 0.1 0.0 0.070
H -1.85773 -0.45984 6.35089 0.0 0.0 0.0 0.078
H 3.70727 3.03542 1.22215 0.0 0.1 0.1 0.101
H 4.06676 -3.04252 -0.11584 0.0 -0.1 0.0 0.041
H 0.54887 -0.34214 -3.78026 0.0 0.0 0.1 0.093
H 5.77440 5.01301 -1.97832 0.0 0.1 0.0 0.076
H -0.82462 -2.93551 -3.16268 0.1 0.0 0.0 0.065
H 5.50048 4.51433 0.43829 0.0 0.0 0.1 0.092
H 2.41830 2.48622 -2.84409 0.0 0.0 -0.1 0.085
H 1.35080 -0.04641 -2.21982 0.0 0.0 0.0 0.056
H -2.54151 -4.52365 -1.87585 0.0 0.0 0.0 0.099
H -2.69487 1.28277 -4.08698 0.0 0.0 0.0 0.091
H -4.86115 -4.42401 -2.69719 0.0 0.0 0.0 0.089
H -2.08492 0.83542 5.15974 0.0 0.0 0.0 0.080
H 2.93524 -3.13030 -3.64848 0.0 0.0 0.0 0.058
H 1.10390 -5.27139 0.64240 0.1 0.0 0.0 0.069
H 2.83331 -5.59190 0.77176 0.0 0.0 0.0 0.083
H -2.06432 5.25641 -0.96381 0.0 0.0 0.0 0.058
H 4.16347 -3.46727 -1.83410 0.0 0.0 0.0 0.056
H -1.51785 3.31566 -4.12096 0.0 0.0 0.0 0.082
H -0.33744 2.69423 -2.94970 -0.1 0.0 0.0 0.067
H -4.52719 2.81846 -1.86987 0.0 0.0 -0.1 0.074
H -3.82083 4.63884 1.56591 0.0 0.0 0.0 0.084
H -4.23210 4.30916 -0.11509 0.0 0.0 0.0 0.056
H -1.64414 4.20494 2.51188 0.0 0.0 0.0 0.089
H -1.13027 4.24263 -2.66577 0.0 0.0 0.0 0.061
H -3.12070 1.08571 1.13752 -0.1 0.0 0.1 0.082
```
Forces are in eV/Å.

HOMO level (spin up / spin down): -0.1255 / -0.1256 Ha
charge: -1
electronic energy: -5327.49912 Eh
largest force on an atom: 1.2 eV Å⁻¹

***

Entry from the Open Molecules 2025 dataset: a structure of composition C36H37F3IrN6O4S4 (the ωB97M-V functional and the def2-TZVPD basis).

```
91
Properties=species:S:1:pos:R:3:forces:R:3:lowdin_charge:R:1
Ir 0.31300 0.22079 0.47139 0.0 0.0 0.1 1.236
S -1.36653 1.17873 -5.83942 0.0 -0.1 0.0 1.085
S 1.55467 2.51105 0.80747 0.0 0.0 -0.1 0.880
S -0.54830 0.10886 3.58562 0.0 0.0 0.0 1.289
S -2.17848 2.05210 1.47534 0.1 0.0 0.1 0.513
F -3.68594 4.10456 0.97964 0.0 0.0 0.0 0.183
F -2.12648 3.77885 -0.48922 0.0 0.0 0.0 0.118
F -3.87431 2.49827 -0.46345 0.0 0.0 0.0 0.176
O 2.42329 2.25248 1.99388 0.0 0.0 0.0 -0.462
O -1.61259 1.04175 0.51205 0.0 0.1 -0.1 -0.493
O -3.18872 1.50672 2.32023 0.0 0.0 0.0 -0.243
O -1.12774 2.82196 2.09485 0.0 0.0 0.0 -0.324
N 0.67864 -0.02400 2.49289 0.0 0.0 0.0 -0.339
N 2.27149 -0.33413 0.46642 0.1 0.0 -0.1 -0.082
N -1.51065 -2.97657 -7.69206 0.0 0.0 0.0 0.083
N -0.02538 0.43248 -1.56211 0.0 0.0 0.0 -0.107
N 2.39365 -0.26986 4.05962 0.0 0.0 0.0 0.210
N -3.67643 -1.77927 0.45309 0.0 0.0 0.0 -0.227
C 0.98408 4.22388 0.89368 0.0 0.0 0.0 -0.280
C -0.82797 0.82504 -4.22326 0.0 0.1 0.0 -0.483
C 2.12923 5.04704 0.32517 0.0 0.0 0.0 -0.200
C 1.64030 -0.02597 5.20338 0.0 0.0 0.0 -0.179
C 0.75761 -2.70535 -0.00392 0.0 0.0 0.0 -0.149
C 4.18735 -0.80411 1.80762 0.0 0.0 0.0 0.045
C 0.66684 -4.07991 0.14698 0.0 0.0 0.0 -0.072
C 2.66467 2.84689 -0.60363 0.0 0.0 0.0 -0.279
C -3.03721 3.17803 0.30059 0.0 0.0 0.0 -0.660
C -0.69005 1.89977 -3.33270 0.0 0.0 0.0 -0.051
C 1.48163 0.24886 7.56917 0.0 0.0 0.0 0.000
C -0.20297 -1.80834 0.49125 0.0 0.0 0.0 -0.206
C 2.85446 -0.47039 1.67284 0.0 0.0 0.0 -0.183
C 0.09579 0.43946 7.46642 0.0 0.0 0.0 -0.011
C -4.37016 -3.05543 0.45406 0.0 0.0 0.0 -0.096
C -1.33527 -2.37471 1.10717 0.0 0.0 0.0 -0.219
C -2.53966 -2.50094 -6.99709 0.0 0.0 0.0 -0.118
C -0.30358 1.66276 -2.04092 0.0 0.0 0.0 -0.132
C 2.25328 0.01749 6.44971 0.0 0.0 0.0 0.022
C 4.36403 -0.79719 -0.57058 0.0 0.0 0.0 0.014
C -0.44496 -2.19697 -7.83905 0.0 0.0 0.0 -0.121
C 3.01861 -0.48197 -0.63038 0.0 0.0 0.0 -0.102
C -0.52097 0.39939 6.23953 0.0 0.0 0.0 -0.045
C 4.95716 -0.97277 0.66624 0.0 0.0 0.0 0.012
C -0.34700 -0.92292 -7.29301 0.0 0.0 0.0 -0.074
C -0.39809 -4.61851 0.84720 0.0 0.0 0.0 -0.059
C -2.62155 -1.64536 1.45443 0.0 0.0 0.0 -0.194
C 2.54275 4.33037 -0.95658 0.0 0.0 0.0 -0.201
C 0.25403 0.16439 5.09506 0.0 0.0 0.0 -0.374
C -1.37864 -3.76176 1.30451 0.0 0.0 0.0 -0.041
C 1.93666 -0.23143 2.80642 0.0 0.0 0.0 -0.277
C -1.42239 -0.44955 -6.55725 0.0 0.0 -0.1 -0.541
C -2.55027 -1.24231 -6.40978 0.0 0.0 0.0 -0.076
C -3.28703 -1.39916 -0.89092 0.0 0.0 0.1 -0.088
C -0.15343 -0.59815 -2.41579 0.0 0.0 0.0 -0.100
C -0.53767 -0.44530 -3.72881 0.0 -0.1 0.0 -0.020
H 0.03628 -1.58337 -2.01666 0.0 0.0 0.0 0.102
H -1.58913 0.55232 6.14567 0.0 0.0 0.0 0.133
H 6.00269 -1.23573 0.74798 0.0 0.0 0.0 0.134
H -0.48924 0.62203 8.35673 0.0 0.0 0.0 0.132
H -3.77721 -3.87895 0.02735 0.0 0.0 0.0 0.083
H 4.64730 -0.94164 2.77613 0.0 0.0 0.0 0.127
H -0.62903 -1.32502 -4.35027 0.0 0.0 0.0 0.119
H 3.38597 -0.39727 4.19581 0.0 0.0 0.0 0.161
H -2.82800 -0.41189 -0.88843 0.0 0.0 0.0 0.062
H -0.47578 -5.68462 1.01174 0.0 0.0 0.0 0.115
H -2.45137 -0.58911 1.60610 0.0 -0.1 0.0 0.034
H 1.61335 -2.35302 -0.56072 0.0 0.0 0.0 0.070
H 2.95712 5.08025 1.03543 0.0 0.0 0.0 0.126
H -0.90808 2.91267 -3.64392 0.0 0.0 0.0 0.124
H 0.07837 4.29622 0.29031 0.0 0.0 0.0 0.086
H -3.41388 -0.89302 -5.86035 0.0 0.0 0.0 0.115
H -0.23963 2.47970 -1.33741 0.0 0.0 0.0 0.083
H -2.58719 -2.11714 -1.35398 0.0 0.0 0.0 0.088
H 3.64874 2.59187 -0.20590 0.0 0.0 0.0 0.105
H 0.53725 -0.31985 -7.44834 0.0 0.0 0.0 0.111
H 2.42097 2.17925 -1.42922 0.0 0.0 0.0 0.073
H -4.65934 -3.32355 1.47075 0.0 0.0 0.0 0.090
H 1.77701 4.46896 -1.72312 0.0 0.0 0.0 0.118
H -5.28079 -2.96304 -0.13845 0.0 0.0 0.0 0.090
H -3.01866 -2.04595 2.39030 0.0 0.0 0.0 0.128
H 1.43407 -4.71751 -0.27335 0.0 0.0 0.0 0.111
H 0.37171 -2.60299 -8.42460 0.0 0.0 0.0 0.116
H -3.39993 -3.15331 -6.90491 0.0 0.0 0.0 0.116
H 0.72319 4.40256 1.93263 0.0 0.0 0.0 0.105
H 3.32291 -0.12755 6.53642 0.0 0.0 0.0 0.135
H 4.92536 -0.91240 -1.48679 0.0 0.0 0.0 0.133
H 2.50502 -0.35954 -1.57392 0.0 0.0 0.0 0.122
H 3.48133 4.70569 -1.36117 0.0 0.0 0.0 0.126
H 1.95430 0.28409 8.54108 0.0 0.0 0.0 0.132
H -2.23727 -4.17121 1.82287 0.0 0.0 0.0 0.115
H -4.17797 -1.35802 -1.51885 0.0 0.0 0.0 0.094
H 1.80680 6.07046 0.13906 0.0 0.0 0.0 0.131
```
Forces are in eV/Å.

HOMO level (spin up / spin down): -0.4455 / -0.4455 Ha
charge: +2
electronic energy: -4019.70307 Eh
spin multiplicity: 2
relative energy (zero: lowest compared OMol25 entry of this formula, charge and spin): 9.9 kcal/mol
largest force on an atom: 0.1 eV Å⁻¹